## i
Molecular formula: C28H82N14O10
Method: DFT, ωB97M-V with the def2-TZVPD basis set

Structure (XYZ):
```
134
Properties=species:S:1:pos:R:3:mulliken_charge:R:1
H -1.0347 -0.3602 -15.8040 0.110
H -10.3005 -0.4958 -19.1060 0.619
N -1.8756 1.1585 -19.1324 0.259
O -3.9364 2.7330 -20.4104 -0.649
H -5.3868 2.1805 -17.5102 0.041
H -1.1350 1.9872 -16.3361 0.083
H 0.6169 -5.5967 -13.8521 0.328
H -2.3025 -5.0920 -21.2321 0.312
H -3.2918 2.2857 -13.9584 0.095
C -9.7847 -0.1650 -20.0075 -0.722
H -4.2217 5.5755 -21.7083 0.168
H -3.6829 6.5500 -17.0678 0.429
C -1.4184 -4.5484 -14.5218 -0.127
H -6.2540 1.4062 -16.1805 0.304
C -8.8119 -2.9922 -17.6039 -1.395
C -2.8182 -4.1424 -21.3752 -0.502
H -7.4685 -0.6802 -17.8935 0.116
H -5.6855 6.3278 -17.8372 0.337
N -6.7800 -3.7360 -20.9912 -0.647
C -7.8042 -2.3262 -16.6845 0.672
H -4.3506 -2.4212 -21.5420 0.034
C -2.3854 1.9650 -13.4449 -1.459
H -3.8702 -2.2771 -14.6285 0.555
H -0.2782 -3.7064 -16.7866 0.472
C -3.6695 -1.3896 -15.2287 -0.673
H -6.7547 0.8866 -20.2192 -0.025
N 2.3973 0.8501 -16.8515 -0.396
H -7.9586 -1.8122 -22.2488 0.407
C -5.5623 2.2094 -16.4348 -0.025
H 0.0946 2.2165 -15.3371 0.342
H 3.9506 5.0145 -20.8479 0.250
H -3.6377 4.4093 -23.0555 0.140
C -4.7076 -3.2275 -22.1827 -0.460
H -6.8928 -2.8907 -20.4501 0.033
O -2.6000 -0.8300 -14.5486 -0.433
O 3.5523 3.0808 -19.2412 -0.663
N -5.4515 5.5140 -18.3877 -0.708
H -4.5809 -0.8042 -15.1074 0.487
H -9.6639 -3.3651 -17.0355 0.452
C -1.3760 -5.5414 -12.1132 -1.468
H -2.0740 -6.4283 -13.9485 0.338
C -6.8566 -1.4639 -17.4469 0.298
H -11.7584 1.3744 -20.8339 0.294
H -2.4627 0.3654 -16.3079 -0.349
N -3.4365 3.6325 -22.4421 -0.441
H -3.9799 3.8410 -18.0667 -0.491
N 0.9050 -0.4083 -17.7586 -0.138
H -9.2315 -2.0093 -15.2018 0.303
H -3.3989 -1.6763 -16.2449 -0.431
H -2.4683 1.7661 -19.6797 -0.066
H -6.5866 -3.9819 -23.0067 0.224
N -3.5261 -0.1833 -19.2410 0.737
C -1.4196 1.3052 -14.5696 0.058
C -6.9340 -1.9500 -22.5942 -1.146
H -4.4956 -2.9145 -17.2429 -0.076
H -5.8579 1.3333 -21.5898 0.337
H -2.2804 -3.9328 -14.2649 -0.155
H -4.5744 1.9512 -16.0535 -0.099
H 0.8178 4.5594 -19.8787 0.210
H -9.2794 -2.3977 -18.3888 0.101
H -2.8095 -3.6388 -20.4085 0.066
O 0.6272 1.7949 -17.8103 -0.906
O -1.6404 -5.0088 -15.8216 -0.399
H 2.9110 0.1043 -16.4043 0.165
H -6.8690 2.5810 -20.7357 0.491
N 1.4473 3.8508 -19.5299 -0.182
H 1.1482 3.1765 -18.8400 0.128
H -0.4916 -5.0528 -11.7043 0.351
H -0.5818 -3.8557 -14.4301 0.349
H -5.5024 5.3167 -15.8686 0.379
N 0.0097 -6.4021 -13.9040 -0.731
H -9.1556 -0.9127 -16.2477 0.256
H -1.5318 -6.4497 -11.5310 0.341
C -3.2910 5.6424 -17.5269 -1.823
H -4.7222 5.1086 -20.0863 0.212
N -8.5357 -1.5559 -15.7766 -0.784
N -11.0938 1.8140 -20.2132 -0.820
C -6.7982 1.5502 -21.0829 -0.612
H -4.2086 4.2701 -15.4518 0.336
H -6.1652 -1.1038 -16.6852 -1.007
C -1.9354 0.0956 -15.3929 0.574
O -7.8499 1.0767 -21.9605 -0.400
O -1.5708 -1.0210 -18.6286 -0.819
H 2.2385 5.3385 -21.1673 0.162
H -2.2048 -3.5791 -22.0784 0.331
C -4.4349 4.7278 -17.6254 1.595
H -9.0444 1.8770 -19.6028 0.236
O -6.0152 3.4330 -16.0176 -0.461
O -4.1108 -4.4087 -21.8249 -0.411
H -0.1278 -6.6852 -14.8637 0.360
H -0.9351 1.4702 -18.9364 -0.056
H -1.8415 2.8352 -13.0776 0.428
H -4.3243 -3.0159 -23.1810 0.538
H -5.0214 -3.7990 -18.8120 0.181
C 2.7379 3.8469 -19.7690 0.580
C -5.2880 -3.2292 -17.9219 -0.653
H -11.3368 1.4905 -19.2878 0.286
H -2.9574 2.8077 -22.7742 0.221
H -5.8760 -3.9357 -17.3361 0.358
C -3.9345 3.6341 -21.2055 0.453
H -6.7770 -1.6221 -23.6218 0.461
H -10.3856 -0.4618 -20.8671 0.380
H -8.9530 2.6970 -21.8324 0.398
H 2.6566 1.8139 -16.6968 0.294
H -0.4696 1.0458 -14.1023 0.507
H -4.0402 0.6670 -19.4220 -0.264
O -6.0716 -2.1538 -18.4590 0.880
C -5.0138 4.3922 -16.1762 -0.817
H -8.7874 -0.6047 -20.0017 -0.480
H 1.4477 -1.1868 -17.4128 0.154
N 2.9721 4.7845 -20.7490 -0.411
C 1.2649 0.8037 -17.4801 0.650
H -0.0196 -0.4280 -18.1644 -0.042
H -3.9898 -1.0806 -19.2429 -0.553
N -4.3923 4.8664 -21.0096 -0.316
H -2.6031 1.3480 -12.5731 0.307
H -5.9638 -4.1448 -20.5592 0.341
H -1.9852 -3.1917 -16.7036 0.090
H -6.5376 -1.2516 -21.8571 -0.123
C -9.1274 1.6323 -21.6773 -0.980
H -2.1875 -4.8629 -11.8501 0.354
C -6.2761 -3.2725 -22.2396 0.534
C -1.2563 -5.7901 -13.6135 0.231
C -9.7044 1.3204 -20.2683 0.551
H -3.0928 6.0689 -18.5102 0.374
N -0.9050 2.3369 -15.4169 -0.577
H -7.3773 -3.1657 -16.1359 0.375
C -1.3143 -4.0434 -16.8154 -0.439
H -6.3311 5.0239 -18.4667 0.144
C -2.2421 -0.1276 -19.0820 1.117
H -2.4656 5.1942 -16.9737 0.392
H -1.5303 -4.4197 -17.8154 0.256
H -9.7710 1.3661 -22.5158 0.397
H -8.3670 -3.8156 -18.1627 0.293
```

SMILES string: COC[C@H](C)N.COC[C@H](C)N.COC[C@H](C)N.COC[C@H](C)N.COC[C@H](C)N.COC[C@H](C)N.NC(N)=O.NC(N)=O.NC(N)=O.NC(N)=O
frontier orbital gap: 9.10 eV
HOMO energy: -8.942 eV



## ii
Molecular formula: C28H82N14O10
Method: DFT, ωB97M-V with the def2-TZVPD basis set

Structure (XYZ):
```
134
Properties=species:S:1:pos:R:3:mulliken_charge:R:1
C 3.1359 -5.8354 6.1982 0.755
H -0.9596 -2.9822 -8.6111 0.276
H -3.0662 3.4670 3.5150 0.130
H -3.0454 4.5545 -1.0415 0.239
H 0.9751 -3.9630 4.4050 0.273
H 3.6285 3.6699 -6.2521 0.292
H 1.3604 0.5918 -0.9039 -0.117
O 3.0920 1.9695 0.2460 -0.464
H 1.2850 4.5846 -0.3160 0.410
H 1.8150 -2.4383 1.0072 0.204
N 2.2883 -4.8743 6.9020 -0.688
N 4.7930 0.5932 0.9077 -0.419
N -0.5855 -1.3020 5.1885 -0.305
H 5.4713 0.4530 1.6301 0.147
H -4.9061 0.3703 0.6071 0.469
N -6.3147 2.9821 4.4495 -0.799
H 2.9294 4.0772 -7.7481 0.324
H 0.2392 5.9757 -5.6035 0.193
H 3.3167 -3.6427 2.8021 0.033
H -3.7806 2.3394 4.6717 0.327
N -3.5454 4.8307 1.0362 -0.510
C -4.4467 1.3369 0.3683 -0.978
C -2.9758 -3.1861 2.5850 0.494
H -0.6644 0.5309 3.6482 0.207
H -1.9806 -1.0825 -6.2285 0.393
H 0.8646 -2.9652 -0.3669 0.335
H -1.6609 3.2973 0.4008 -0.237
C -0.1181 -0.3394 -5.4532 0.667
H 1.2012 6.2267 -6.9410 0.234
H 1.6613 -6.4036 -4.7017 0.225
H -1.4798 -1.7371 5.0381 0.240
H 2.8986 -3.3318 -2.4749 0.218
H 0.6532 2.9096 -0.1631 -0.206
H 0.0905 -2.7017 1.2140 0.219
H -3.4623 1.0151 0.0298 0.218
H 1.4744 -6.4974 5.0733 0.349
C -5.2080 2.0300 2.5150 -0.980
H 1.0620 -0.0453 1.9186 0.245
N 3.9938 2.1881 2.3353 -0.449
C 2.1239 -4.8448 -3.4828 0.669
C 0.1854 -0.0064 1.2555 0.333
C 2.4706 -6.1121 4.8388 -1.085
O -1.0525 -0.3441 1.8053 0.530
H -3.4255 -2.9444 0.6445 0.176
C 3.8905 1.6109 1.1005 0.654
H 2.4311 -0.4090 -0.2057 -0.059
O -0.6243 4.1784 -1.0713 -0.354
H -1.5315 6.8120 -0.8209 0.334
O 2.0106 2.5038 -4.7162 -0.382
H -6.1828 1.7625 2.0910 0.403
C 0.7131 3.7949 -0.8053 0.627
H -3.9022 4.0653 4.9135 0.390
H 2.7807 -4.5287 7.7161 0.241
C 0.5104 -0.9216 0.0669 0.645
H -0.5193 -0.3653 5.5324 0.250
H -2.2898 -1.8403 -8.5810 0.305
H 0.9134 -0.6503 -5.6907 0.186
O 1.6395 -1.8385 5.4966 -0.736
H 2.2413 -7.6038 7.0872 0.323
H 2.8306 0.9706 -3.5416 0.278
H 3.2152 2.7372 2.6529 0.223
H 3.9854 -7.7732 6.9295 0.362
C 1.6286 4.4559 -6.0270 0.851
C -2.6815 5.0476 -0.1325 0.616
H -6.2147 2.0636 4.8704 0.283
H 3.1345 -5.5610 -5.1022 0.158
H 3.5515 5.3759 -6.6156 0.402
H 4.1347 -5.4215 6.0141 0.216
H -2.4484 0.3219 3.1629 0.129
H -3.7429 3.8171 1.0421 0.231
C -1.1989 -1.9137 -8.6506 -0.739
H -2.5991 -1.5523 1.3553 0.085
H -0.8628 -1.4769 -9.5919 0.241
N 0.1845 -3.3566 4.6601 -0.040
N -3.5670 -4.4371 2.4203 -0.476
C 3.1827 -7.0592 7.1347 -1.383
N 3.0723 -3.8793 -3.3011 -0.393
H -4.9291 1.1217 3.0708 0.333
C 3.5253 -4.4774 3.4727 -0.636
H 2.4100 4.5004 -4.1038 0.522
H -1.5113 -0.4508 -3.9048 0.398
N -2.9809 -2.4899 1.4141 -0.195
H 0.5522 1.5662 -5.1803 0.339
H 4.8025 0.0742 0.0516 0.210
H -3.5821 -5.0445 3.2202 0.251
N 1.1451 5.8193 -6.0208 -0.717
H 0.1178 0.0384 -3.2543 0.065
H 2.0787 -4.0758 6.3199 0.172
H 4.1897 -5.1408 2.9091 0.378
H -0.7242 -3.4593 4.2258 0.242
O 2.3274 -5.0009 3.9676 -0.353
O -0.5211 -1.0830 -7.7415 -0.261
H 0.1717 1.0146 0.8475 -0.895
H -6.1103 3.6062 5.2242 0.275
H 3.4098 -6.6831 8.1314 0.358
H -0.3991 -0.9696 -0.5436 0.152
C -1.3622 4.3201 0.1281 -0.199
O 1.1157 -4.8852 -2.7779 -0.630
H 0.9860 3.8158 -6.6474 0.118
H 2.6703 2.5169 -2.6713 0.379
H -5.5172 4.1172 2.8384 0.099
O -2.4901 -2.7982 3.6383 -0.742
H -0.1325 -1.5716 -3.6974 0.331
N 1.5835 -0.3891 -0.7626 0.013
H 0.1265 1.3111 -6.6376 0.311
C -3.9376 3.2845 4.1466 -1.108
H 4.1643 -4.0119 4.2302 0.281
H -5.1098 1.8699 -0.3098 0.277
H 0.6516 4.0695 -4.2821 0.227
H 1.1120 3.4407 -1.7515 -0.676
H -4.4230 5.3258 0.9284 0.269
H -0.6439 -2.3011 -6.1883 0.357
H -0.7290 4.8029 0.8777 0.325
C -5.2589 3.2471 3.4375 0.651
N -0.2078 1.0999 -5.6961 -0.795
H 3.7564 -3.5971 -3.9741 0.188
H -1.5024 1.5553 2.4848 0.231
C -0.4273 -0.5557 -3.9854 -1.092
C -0.9080 -1.2558 -6.3795 -0.865
H -3.0551 6.9766 -1.1969 0.342
H -4.2862 -4.4795 1.7272 0.177
H -2.6855 7.1322 0.5314 0.362
H 4.6662 1.9015 3.0189 0.147
O -4.1878 2.1369 1.5267 -0.085
C -2.4904 6.5423 -0.3613 -1.489
H 2.9467 -6.9182 4.2668 0.347
N 2.2945 -5.6398 -4.5607 -0.422
C -1.4201 0.5296 2.8716 -0.716
C 3.0079 4.4389 -6.7229 -1.462
C 1.6760 3.8736 -4.6156 -0.735
C 0.8426 -2.3257 0.5191 -1.499
H 3.8663 2.2985 -3.9524 0.359
C 2.8447 2.0549 -3.6412 -0.957
C 0.4752 -2.1420 5.1933 0.590
```

SMILES string: COC[C@H](C)N.COC[C@H](C)N.COC[C@H](C)N.COC[C@H](C)N.COC[C@H](C)N.COC[C@H](C)N.NC(N)=O.NC(N)=O.NC(N)=O.NC(N)=O
frontier orbital gap: 8.80 eV
HOMO energy: -8.454 eV



ii is favored, and the nearest alternative lies 2.412 eV above it.



## i
Molecular formula: C5H9N3O2
Method: DFT, ωB97M-V with the def2-TZVPD basis set

Structure (XYZ):
```
19
Properties=species:S:1:pos:R:3:mulliken_charge:R:1
C 1.6831 -1.4199 -0.1910 -0.491
C 0.6512 -0.7490 -0.5754 -0.231
O 1.4236 2.7053 0.1282 -0.640
H 1.6300 -2.5044 -0.2166 0.395
H -0.1633 0.9637 -1.1674 0.248
C 2.8826 -0.6069 0.2288 0.418
H -0.3190 -1.1763 -0.7218 0.416
N 0.7243 0.7009 -0.7546 -0.141
H -1.4863 -0.0418 1.0176 0.205
H 3.2426 1.3692 0.8210 0.284
H -2.8594 0.0873 -1.0952 0.222
C -3.1795 -0.3725 -0.0980 -0.751
H -3.2149 -1.4721 -0.0327 0.298
C 1.5927 1.5030 -0.1449 0.443
H -2.5291 1.1454 1.0311 0.256
H -4.2114 -0.0585 0.0240 0.342
N 2.6777 0.7500 0.0929 -0.178
O 3.9284 -0.9847 0.6181 -0.543
N -2.4733 0.1612 1.0361 -0.553
```

SMILES string: O=c1cc[nH]c(=O)[nH]1.CN
frontier orbital gap: 10.22 eV
HOMO energy: -9.773 eV



## ii
Molecular formula: C5H9N3O2
Method: DFT, ωB97M-V with the def2-TZVPD basis set

Structure (XYZ):
```
19
Properties=species:S:1:pos:R:3:mulliken_charge:R:1
C -2.0967 4.0377 -2.1308 -0.616
C 0.4054 -2.8866 1.0742 -0.569
N 0.2267 -0.4404 0.6351 -0.147
H 3.2519 -1.0278 1.3861 0.297
N 2.3433 -1.3810 0.9243 -0.113
H -1.5452 4.0052 -1.1008 0.213
O 2.2827 0.5544 -0.3868 -0.595
H -1.3053 4.6063 -2.7279 0.285
H -0.2511 -3.6087 1.5498 0.336
N -3.5285 4.3043 -2.4044 -0.599
C -0.3210 -1.7369 0.7339 0.489
H -3.6465 5.3628 -2.2181 0.240
C 1.6361 -0.2601 0.3816 0.245
C 1.7132 -2.5369 1.4278 0.052
H -0.1771 0.3973 0.1448 0.306
H -3.9894 3.9712 -1.4836 0.255
O -1.5370 -1.8675 0.6276 -0.605
H -1.9720 2.9407 -2.5755 0.222
H 2.3559 -3.2255 2.0939 0.304
```

SMILES string: O=c1cc[nH]c(=O)[nH]1.CN
frontier orbital gap: 9.66 eV
HOMO energy: -9.596 eV



i is favored, and the nearest alternative lies 1.503 eV above it.



## i
Molecular formula: C6H10NO
Method: DFT, ωB97M-V with the def2-TZVPD basis set

Structure (XYZ):
```
18
Properties=species:S:1:pos:R:3:mulliken_charge:R:1
N -0.3059 -0.0646 -2.7869 0.041
H -0.8825 0.9116 0.6217 0.178
C -0.1191 -1.2290 -3.2383 -0.268
C -0.7075 -0.3732 2.2792 -1.400
C 0.1683 -0.5270 0.0556 0.145
H 1.4873 1.5566 0.3700 0.379
H 2.0534 0.5291 1.7408 0.343
C 1.1413 1.1455 1.3501 -1.202
H 0.6564 -1.3873 -4.0131 0.278
H 0.9196 2.0289 2.0996 0.332
H -0.8327 -2.1049 -3.0445 0.275
H -1.5829 -1.0246 2.0323 0.399
H -1.0576 0.3863 3.0457 0.351
H 0.0842 -0.9878 2.6849 0.375
C -0.0739 0.3057 1.0983 1.001
C -0.3046 0.7814 -1.9296 -0.358
O 0.3996 -1.4661 -0.5092 -0.179
H -1.0432 1.5195 -1.8567 0.311
```

frontier orbital gap (alpha / beta): 8.93 / 8.93 eV
HOMO energy (alpha / beta): -13.128 / -13.129 eV
total charge: +1



## ii
Molecular formula: C6H10NO
Method: DFT, ωB97M-V with the def2-TZVPD basis set

Structure (XYZ):
```
18
Properties=species:S:1:pos:R:3:mulliken_charge:R:1
N -1.7580 0.9371 -0.1260 -0.296
H 1.1798 2.4483 0.2870 0.295
C -0.4713 1.2596 -0.1791 0.574
H -2.0074 -2.0010 0.5874 0.504
H -0.4295 3.1742 0.6805 0.255
H -0.0469 -1.2668 1.4076 0.352
C 0.1758 2.2865 0.3015 -0.820
C 0.5894 -0.3662 -0.5565 -0.138
C -2.2702 -0.1601 -0.0516 -0.004
H -3.3586 -0.3113 0.1605 0.362
H 0.1781 -2.4608 -0.1023 0.305
C 2.0973 -0.0893 -0.2325 -1.231
H 0.4480 -0.5529 -1.5629 0.437
C -0.1381 -1.4521 0.2248 -0.437
H 2.2230 0.9572 -0.2588 0.284
O -1.5768 -1.3941 -0.1411 -0.204
H 2.6243 -0.4719 -1.0403 0.378
H 2.5413 -0.5363 0.6018 0.384
```

frontier orbital gap: 9.47 eV
HOMO energy: -13.592 eV
total charge: +1



## iii
Molecular formula: C6H10NO
Method: DFT, ωB97M-V with the def2-TZVPD basis set

Structure (XYZ):
```
18
Properties=species:S:1:pos:R:3:mulliken_charge:R:1
H -2.7058 1.9261 -0.6938 0.405
H 1.5877 -2.7697 -0.6455 0.360
H -0.2576 -2.0553 0.4755 0.231
C 1.1921 0.9465 -0.1165 -1.562
C -1.6974 1.8233 -0.1746 -1.421
C -1.2777 0.4174 0.0871 0.361
C -2.2743 -0.4129 0.3353 0.419
H 1.7956 0.6965 -0.9512 0.440
H 2.5342 -1.2895 -0.1545 0.326
H 0.9182 1.9874 -0.1159 0.368
C 1.6957 -1.9873 0.0040 -0.927
N 0.3566 -1.3751 0.1205 -0.244
H -0.9226 2.2987 -0.8878 0.333
H 1.8875 0.9534 0.7608 0.409
H 2.1018 -2.4731 0.8824 0.350
H -1.7907 2.3841 0.7196 0.353
O -3.2089 -1.0310 0.2606 -0.184
C 0.0657 -0.0395 0.0941 0.983
```

SMILES string: C/[NH+]=C(\C)C(C)=C=O
frontier orbital gap: 9.19 eV
HOMO energy: -13.841 eV
total charge: +1



iii is favored, and the nearest alternative lies 2.949 eV above it.